Entry from the Open Molecules 2025 dataset: 2 unconnected molecules or ions with the total composition C5H10FOP in a non-equilibrium geometry (wB97M-V/def2-TZVPD).

```
! wB97M-V def2-TZVPD RIJCOSX def2/J DEFGRID3
* xyz 0 1
C -1.123 1.598 -0.078
C -0.748 0.356 -0.152
C 2.102 1.112 0.799
C -2.534 -1.234 -0.648
C 1.413 0.059 -0.045
O -1.269 -0.811 -0.331
F 1.586 0.256 -1.404
P 1.315 -1.761 0.153
H -1.973 1.967 -0.503
H -0.422 2.405 -0.134
H 2.481 0.591 1.736
H 2.859 1.487 0.193
H 1.242 1.852 0.942
H -3.098 -0.326 -1.129
H -3.263 -1.599 0.149
H -2.550 -2.123 -1.349
H 1.285 -1.905 1.610
H 2.699 -1.924 0.191
*
```

The value obtained for the HOMO energy is -8.65 eV. The LUMO energy is 0.03316 hartree. The calculation puts the energy relative to the best compared isomer or geometry (same formula, charge and spin) at 133.4 kcal per mole.

Atomic partial charges in e from the natural (NBO) method, atoms 1 to 4:
1. C -0.65
2. C 0.40
3. C -0.70
4. C -0.26

***

Entry from the Open Molecules 2025 dataset: 12 unconnected molecules or ions with the total composition C30H50N12O4P in a non-equilibrium geometry (wB97M-V/def2-TZVPD).

```
! wB97M-V def2-TZVPD RIJCOSX def2/J DEFGRID3
* xyz -1 1
C 3.657 0.179 1.155
C 2.285 -0.457 0.871
C 1.741 -0.202 -0.554
C 0.566 0.803 -0.566
N -0.741 0.148 -0.704
C -1.483 0.002 0.568
C -2.141 -1.381 0.682
C -1.042 -2.435 1.101
C -1.402 -3.934 0.747
O -1.425 -3.351 2.112
P -2.918 1.129 0.465
O -3.933 0.492 -0.430
O -2.508 2.586 -0.203
O -3.622 1.245 1.959
H 3.925 -0.052 2.195
H 3.622 1.270 1.041
H 4.421 -0.274 0.513
H 2.403 -1.548 0.960
H 1.549 -0.188 1.636
H 2.574 0.136 -1.185
H 1.372 -1.139 -0.983
H 0.646 1.504 0.279
H 0.721 1.413 -1.477
H -1.255 0.753 -1.341
H -2.527 -1.757 -0.276
H -2.862 -1.393 1.505
H 0.001 -2.134 1.019
H -0.408 -4.196 0.397
H -2.263 -3.697 0.136
H -1.915 3.118 0.350
H -2.972 1.608 2.580
C -0.292 6.280 0.854
C -0.134 4.927 1.391
N -0.016 3.861 1.787
H -1.232 6.343 0.322
H -0.288 7.011 1.662
H 0.520 6.499 0.170
C -1.154 -0.718 -4.662
C 0.262 -0.591 -4.305
N 1.358 -0.492 -4.004
H -1.402 -0.021 -5.460
H -1.359 -1.733 -5.001
H -1.773 -0.503 -3.791
C 3.857 -4.275 2.237
C 3.213 -4.229 0.921
N 2.722 -4.210 -0.112
H 3.900 -3.274 2.666
H 3.294 -4.919 2.902
H 4.870 -4.666 2.136
C -6.003 1.461 4.026
C -5.860 2.289 5.230
N -5.748 2.933 6.167
H -5.558 1.965 3.171
H -5.503 0.507 4.170
H -7.059 1.284 3.826
C -0.624 4.238 -2.693
C -0.720 5.632 -2.240
N -0.764 6.703 -1.839
H -1.482 3.672 -2.329
H -0.610 4.206 -3.778
H 0.289 3.784 -2.308
C -1.880 -2.463 -8.631
C -1.901 -1.101 -8.087
N -1.917 -0.043 -7.659
H -2.742 -3.018 -8.266
H -1.911 -2.426 -9.718
H -0.969 -2.970 -8.317
C -0.221 -1.454 4.556
C 1.219 -1.505 4.285
N 2.340 -1.539 4.068
H -0.444 -2.015 5.460
H -0.541 -0.422 4.692
H -0.772 -1.886 3.721
C 0.040 -5.020 5.483
C 1.480 -5.066 5.214
N 2.602 -5.102 5.004
H -0.183 -5.583 6.388
H -0.277 -3.992 5.617
H -0.508 -5.453 4.648
C 5.497 -6.788 -1.275
C 6.282 -6.357 -0.114
N 6.888 -6.017 0.792
H 4.440 -6.599 -1.093
H 5.811 -6.232 -2.157
H 5.649 -7.851 -1.449
C -4.691 5.584 -4.188
C -3.272 5.573 -4.559
N -2.165 5.565 -4.838
H -4.823 5.091 -3.226
H -5.044 6.611 -4.114
H -5.273 5.058 -4.942
C 4.659 4.181 1.606
C 3.948 4.245 0.325
N 3.400 4.292 -0.674
H 4.734 5.178 2.037
H 4.118 3.533 2.293
H 5.659 3.781 1.452
*
```

The value obtained for the HOMO energy is -2.96 eV. The LUMO energy is 0.07380 hartree.

Atomic partial charges in e from the Löwdin method, atoms 1 to 4:
1. C -0.11
2. C -0.29
3. C -0.20
4. C -0.26

***

Entry from the Open Molecules 2025 dataset: a single C2H3NO2S molecule in a non-equilibrium geometry (wB97M-V/def2-TZVPD).

```
! wB97M-V def2-TZVPD RIJCOSX def2/J DEFGRID3
* xyz 0 1
C -0.154 0.376 -1.356
C 0.511 0.850 1.350
H -1.126 -1.273 -0.163
H 0.250 1.182 -1.978
H -0.291 1.505 1.116
N -1.322 -0.089 -1.601
O -1.807 -1.098 -0.807
O 1.024 0.706 2.425
S 0.909 -0.313 -0.042
*
```

The value obtained for the HOMO energy is -10.42 eV. The SMILES is O=CS/C=N\O. The LUMO energy is 0.01006 hartree. The calculation puts the energy relative to the best compared isomer or geometry (same formula, charge and spin) at 70.3 kcal per mole.

Atomic partial charges in e from the natural (NBO) method, atoms 1 to 4:
1. C -0.18
2. C 0.31
3. H 0.45
4. H 0.22

***

Entry from the Open Molecules 2025 dataset: a molecular structure, C32H32GeNO3PdS2 in a non-equilibrium geometry (wB97M-V/def2-TZVPD).

```
! wB97M-V def2-TZVPD RIJCOSX def2/J DEFGRID3
* xyz -2 2
Pd 9.652 -15.953 6.141
C 12.028 -20.147 10.063
C 11.497 -19.098 10.809
C 10.603 -18.175 10.247
C 10.173 -18.368 8.928
C 10.643 -19.466 8.204
C 11.561 -20.353 8.749
Ge 8.761 -17.286 8.112
C 7.390 -18.586 7.636
C 7.446 -19.827 8.268
C 6.420 -20.755 8.026
C 5.335 -20.414 7.218
C 5.274 -19.131 6.670
C 6.318 -18.217 6.851
C 8.006 -16.357 9.647
C 6.763 -16.730 10.157
C 6.301 -16.137 11.342
C 7.041 -15.130 11.974
C 8.264 -14.758 11.438
C 8.763 -15.380 10.293
H 12.760 -20.821 10.489
H 11.798 -18.981 11.860
H 10.245 -17.327 10.850
H 10.222 -19.679 7.208
H 11.888 -21.217 8.155
H 8.251 -20.063 8.958
H 6.449 -21.728 8.506
H 4.526 -21.112 7.044
H 4.425 -18.820 6.037
H 6.254 -17.211 6.400
H 6.145 -17.472 9.659
H 5.342 -16.455 11.756
H 6.653 -14.643 12.863
H 8.834 -13.947 11.894
H 9.711 -15.067 9.886
O 11.309 -18.048 5.031
S 9.855 -18.452 5.098
C 9.796 -20.216 4.522
C 9.338 -20.320 3.061
C 9.168 -18.862 2.518
C 8.790 -17.936 3.672
H 9.144 -20.729 5.207
H 10.805 -20.601 4.718
H 8.379 -20.857 3.036
H 10.067 -20.912 2.470
H 8.428 -18.833 1.724
H 10.119 -18.531 2.103
H 7.752 -18.070 3.981
H 8.965 -16.863 3.519
O 12.427 -14.633 3.316
C 11.243 -14.385 3.405
C 10.677 -13.166 2.567
C 9.183 -13.227 2.795
C 9.060 -14.320 3.862
O 7.941 -14.622 4.374
N 10.195 -14.993 4.122
H 10.957 -13.240 1.515
H 11.166 -12.267 2.950
H 8.601 -13.527 1.915
H 8.754 -12.286 3.156
S 10.676 -14.245 7.180
C 9.427 -13.252 7.837
C 9.753 -12.241 8.763
C 8.748 -11.563 9.445
C 7.407 -11.922 9.266
C 7.087 -12.888 8.304
C 8.076 -13.477 7.534
H 10.799 -11.985 8.973
H 9.012 -10.760 10.145
H 6.615 -11.451 9.869
H 6.053 -13.156 8.129
H 7.813 -14.058 6.640
*
```

The value obtained for the HOMO energy (alpha / beta) is 0.40 / -0.57 eV. The LUMO energy (alpha / beta) is 0.16232 / 0.16186 hartree. The calculation puts the energy relative to the best compared isomer or geometry (same formula, charge and spin) at 19.7 kcal per mole. As for the expectation value of S²: 0.7575.

Atomic partial charges in e from the Löwdin method, atoms 1 to 4:
1. Pd 0.21
2. C -0.13
3. C -0.12
4. C -0.09